Below is Cl2H2NaO as an isolated structure, with properties calculated with ωB97M-V/def2-TZVPD.

XYZ file:
```
6
Properties=species:S:1:pos:R:3:forces:R:3
Na 1.640 -0.440 0.031 -0.932 0.711 1.169
Cl 0.460 2.288 0.393 0.150 -0.605 -0.710
Cl 0.980 -0.655 2.950 0.390 -0.374 -0.646
O -0.865 -0.692 -0.925 0.343 -0.689 -0.197
H -0.848 0.241 -0.711 0.110 1.008 0.560
H -1.368 -0.742 -1.738 -0.061 -0.051 -0.176
```
Positions in Å, forces in eV/Å.

frontier orbital gap	0.2207	Ha
charge	-1
E_HOMO	-0.14981	Ha
E_tot	-31545.4837	eV